Molecular formula: C2H3OS3
Method: DFT, ωB97M-V with the def2-TZVPD basis set

XYZ file:
```
9
Properties=species:S:1:pos:R:3:forces:R:3
C 0.438365 0.226514 -0.495011 0.626 3.532 1.037
C -1.084725 -0.196268 0.015364 2.239 2.226 -1.800
O 0.945525 -0.812834 -1.185478 0.727 0.285 -0.207
S 1.400599 0.502618 1.135126 -0.432 0.028 1.127
S -2.181928 0.989222 -0.084380 -1.220 1.339 0.251
S -1.248259 -1.766096 0.368857 -0.134 -1.930 0.596
H 0.893851 1.413857 -0.867163 -2.697 -3.766 -0.090
H 0.360985 1.149499 1.778815 0.765 -0.466 -0.506
H 0.475590 -1.506511 -0.666126 0.125 -1.247 -0.407
```
Positions in Å, forces in eV/Å.

Computed properties:
Orbital gap ... 7.328 eV
E_HOMO ... -0.1426 Ha
Structure (SMILES) ... O[C@H](S)C(=S)[S-]
ΔE to the lowest compared entry with this formula, charge and spin ... 117.9 kJ/mol
Total charge ... -1
Maximum force ... 4.63 eV/A
Lowest unoccupied orbital energy ... 3.45 eV